This record from OMol25 describes 2 unconnected molecules or ions with the total composition C12H14Cl2N2O2 in a non-equilibrium geometry. The level of theory is ωB97M-V/def2-TZVPD.

Output
SMILES: O=C1C=C(Cl)C(=O)C=C1Cl.C1CN2CCN1CC2
electronic energy: -44789.1815 eV
HOMO level: -8.2 eV

Element x y z (Å)
Cl (-2.477, 0.580, -2.700)
Cl (-4.262, -2.196, 2.607)
O (-4.047, -1.919, -2.420)
O (-2.692, 0.311, 2.330)
N (3.282, 0.482, 0.027)
N (0.721, 0.481, 0.022)
C (-2.594, 0.388, -0.037)
C (1.269, 1.187, -1.191)
C (-2.955, -0.137, -1.227)
C (2.778, 1.189, -1.192)
C (-3.003, -0.190, 1.248)
C (-3.800, -1.463, 1.141)
C (-3.747, -1.412, -1.340)
C (-4.124, -2.007, -0.051)
C (1.267, 1.184, 1.242)
C (1.268, -0.923, 0.027)
C (2.777, -0.927, 0.029)
C (2.776, 1.187, 1.247)
H (3.172, 0.663, -2.069)
H (0.877, 2.210, -1.169)
H (3.170, 2.210, 1.224)
H (3.172, 2.211, -1.167)
H (3.172, -1.423, -0.866)
H (-2.027, 1.314, -0.009)
H (0.880, -1.425, -0.867)
H (0.875, 0.667, -2.072)
H (3.170, 0.658, 2.123)
H (0.870, 0.656, 2.117)
H (-4.695, -2.928, -0.076)
H (3.172, -1.419, 0.926)
H (0.879, -1.416, 0.926)
H (0.877, 2.208, 1.220)



This record from OMol25 describes a gas-phase ion, C12H14ClF10NO4PS2 (charge +1). The level of theory is ωB97M-V/def2-TZVPD.

Output
SMILES: COC[C@]1([PH2]=S)C[C@@](CCC(F)(F)C(F)(F)C(F)(F)C(F)(F)F)(S(=O)(=O)F)C(Cl)=[N+]1O
electronic energy: -92998.5861 eV
HOMO level: -12.6 eV
net charge: +1

Element x y z (Å)
Cl (-3.330, 1.215, -2.426)
S (-1.055, -1.260, -3.005)
S (-4.448, -2.673, 2.166)
P (-2.910, -2.616, 1.020)
F (1.764, 3.579, -0.425)
F (4.439, -1.779, 0.255)
F (4.767, -0.073, 1.562)
F (4.592, 0.359, -1.272)
F (2.777, -0.953, 1.403)
F (2.782, 1.724, 1.292)
F (2.522, -0.294, -1.115)
F (4.141, 2.567, -0.184)
F (2.211, 2.279, -2.100)
F (0.409, -1.791, -2.819)
O (-4.309, 0.076, 0.060)
O (-1.926, -2.357, -2.789)
O (-0.821, 0.664, 1.895)
O (-1.070, -0.447, -4.159)
N (-3.007, -0.145, -0.241)
C (1.888, 2.290, -0.785)
C (0.576, 1.554, -0.484)
C (-0.089, 0.982, -1.738)
C (-0.897, -1.133, -0.263)
C (-1.911, -0.200, 1.975)
C (3.116, 1.746, -0.021)
C (0.254, 0.456, 2.820)
C (-2.130, -0.950, 0.642)
C (3.910, -0.651, 0.725)
C (3.555, 0.297, -0.453)
C (-2.489, 0.266, -1.349)
C (-1.067, -0.205, -1.500)
H (1.204, 0.519, 2.284)
H (0.038, -0.986, 0.272)
H (-1.816, -0.925, 2.792)
H (-4.340, 0.791, 0.723)
H (0.222, 1.229, 3.589)
H (0.775, 0.778, 0.252)
H (0.670, 0.665, -2.448)
H (-0.069, 2.276, 0.018)
H (-0.889, -2.164, -0.626)
H (-3.014, -3.122, -0.286)
H (0.172, -0.527, 3.292)
H (-1.724, -3.198, 1.495)
H (-2.822, 0.368, 2.203)
H (-0.650, 1.768, -2.250)



This record from OMol25 describes a molecular structure, C12H14ClIN2Sn in a non-equilibrium geometry. The level of theory is ωB97M-V/def2-TZVPD.

Output
electronic energy: -42106.8852 eV
HOMO level: -6.6 eV

Element x y z (Å)
I (-0.810, 2.675, 2.900)
Sn (0.552, 1.037, 0.986)
Cl (1.063, -0.477, 2.747)
N (-1.426, 0.652, -0.085)
N (0.669, -1.000, -0.292)
C (3.119, 1.573, 1.020)
C (-0.616, -2.729, -1.371)
C (2.425, 2.950, 1.258)
C (-3.669, 1.348, -0.518)
C (1.651, -3.154, -0.723)
C (0.468, -3.600, -1.315)
C (-2.901, -0.783, -1.301)
C (-2.393, 1.584, -0.042)
C (1.720, -1.853, -0.232)
C (-3.934, 0.137, -1.165)
C (-1.637, -0.515, -0.759)
C (-0.499, -1.437, -0.831)
H (2.622, -1.487, 0.264)
H (2.739, 1.024, 0.138)
H (-1.572, -3.019, -1.795)
H (-2.138, 2.524, 0.452)
H (2.522, -3.802, -0.628)
H (0.377, -4.606, -1.713)
H (1.655, 2.930, 2.057)
H (4.175, 1.725, 0.767)
H (2.003, 3.375, 0.342)
H (-3.045, -1.733, -1.809)
H (3.137, 3.683, 1.656)
H (-4.430, 2.107, -0.379)
H (3.102, 0.955, 1.922)
H (-4.926, -0.085, -1.553)



This record from OMol25 describes a molecular structure, C12H14I2MnN2 in a non-equilibrium geometry. The level of theory is ωB97M-V/def2-TZVPD.

Output
<S²>: 8.764
electronic energy: -63176.0521 eV
HOMO level (spin up / spin down): -7.8 / -8.3 eV
spin multiplicity: 6

Element x y z (Å)
I (-2.409, 0.056, 1.799)
I (2.008, -0.176, 1.493)
Mn (-0.299, -0.028, 0.499)
N (-0.174, 1.186, -1.146)
N (-0.385, -1.271, -1.151)
C (0.193, 3.400, -1.921)
C (-0.074, 1.579, -3.501)
C (-0.210, 0.693, -2.424)
C (-0.406, -2.591, -0.923)
C (-0.401, -1.646, -3.521)
C (-0.514, -3.025, -3.279)
C (0.586, 0.869, 5.338)
C (-0.346, -0.765, -2.427)
C (-0.503, -3.508, -1.964)
C (0.065, 2.482, -0.886)
C (0.099, 2.951, -3.243)
C (0.570, -0.614, 5.388)
H (0.698, -1.039, 4.397)
H (-0.176, 1.282, 5.992)
H (-0.352, -2.888, 0.125)
H (-0.370, -1.004, 5.803)
H (1.558, 1.283, 5.614)
H (0.172, 3.662, -4.053)
H (-0.607, -3.729, -4.101)
H (-0.568, -4.564, -1.722)
H (0.366, 4.443, -1.664)
H (0.393, 1.245, 4.331)
H (1.383, -0.958, 6.013)
H (-0.351, -1.223, -4.530)
H (0.150, 2.734, 0.171)
H (-0.094, 1.164, -4.509)



This record from OMol25 describes a molecular structure, C12H14N2 in a non-equilibrium geometry. The level of theory is ωB97M-V/def2-TZVPD.

Output
electronic energy: -15645.3197 eV
HOMO level: -7.4 eV

Element x y z (Å)
N (-0.473, 1.699, -4.271)
N (0.904, 0.811, -0.989)
C (-1.009, -2.269, -0.239)
C (1.208, 0.578, 2.195)
C (-0.249, -1.272, -0.934)
C (-0.508, -1.211, 1.859)
C (0.445, -0.371, -0.233)
C (-1.181, -2.219, 1.205)
C (0.507, -0.343, 1.244)
C (-0.786, -1.118, 3.273)
C (0.885, 1.144, -2.378)
C (-0.444, 1.785, -2.753)
C (1.190, 0.436, 3.622)
C (0.281, -0.554, 4.111)
H (-0.394, 2.985, -2.585)
H (-1.371, 2.165, -4.761)
H (-1.909, -2.839, 1.928)
H (1.674, 1.546, -0.261)
H (0.649, 0.175, -3.069)
H (1.884, 0.934, 4.470)
H (1.917, 1.415, -2.863)
H (2.011, 1.216, 1.717)
H (-0.715, 0.718, -4.581)
H (-1.193, -2.011, 3.841)
H (0.222, -0.678, 5.135)
H (-1.270, 1.270, -1.953)
H (-0.673, -0.989, -2.012)
H (-1.600, -3.004, -0.717)



This record from OMol25 describes a single C12H14N2O molecule in a non-equilibrium geometry. The level of theory is ωB97M-V/def2-TZVPD.

Output
SMILES: C/C=N\C(=O)/C(C)=C\Nc1ccccc1
electronic energy: -17696.0714 eV
HOMO level: -7.7 eV

Element x y z (Å)
O (3.423, 0.286, -1.199)
N (-0.802, 0.299, -0.859)
N (1.693, -1.141, -0.526)
C (-4.878, -0.338, -0.185)
C (-2.813, 0.768, 0.471)
C (-0.004, 1.252, -0.385)
C (2.171, 2.399, -0.213)
C (3.721, -1.863, 0.636)
C (-2.843, -0.818, -1.358)
C (-4.207, 0.534, 0.672)
C (-2.125, 0.005, -0.498)
C (2.272, 0.113, -0.798)
C (1.390, 1.150, -0.413)
C (-4.182, -1.055, -1.121)
C (2.439, -2.038, 0.020)
H (1.386, 3.151, 0.097)
H (3.760, -0.738, 0.788)
H (2.654, 2.905, -1.082)
H (-2.320, -1.548, -1.959)
H (2.187, -3.073, 0.128)
H (-0.581, 2.093, 0.085)
H (-4.836, -1.768, -1.673)
H (2.979, 2.143, 0.550)
H (-5.807, -0.750, 0.160)
H (-4.795, 0.983, 1.490)
H (3.851, -2.257, 1.614)
H (-2.043, 1.346, 0.983)
H (4.502, -2.377, 0.115)
H (-0.256, -0.282, -1.532)



This record from OMol25 describes a single C12H14N2O3 molecule in a non-equilibrium geometry. The level of theory is ωB97M-V/def2-TZVPD.

Output
SMILES: CCCNC(=O)Cn1c(=O)oc2ccccc21
electronic energy: -21795.2968 eV
HOMO level: -8.7 eV

Element x y z (Å)
O (-0.528, 0.946, 1.890)
O (0.366, 0.716, -2.609)
O (-1.099, -1.241, 2.102)
N (-1.339, -0.273, 0.118)
N (0.951, 1.468, -0.557)
C (-2.437, -3.668, -0.899)
C (2.667, 3.530, 0.851)
C (-1.324, 0.767, -0.879)
C (-2.296, -4.244, 0.357)
C (-1.708, -1.595, -0.041)
C (0.092, 0.977, -1.457)
C (-1.850, -3.510, 1.448)
C (-2.145, -2.332, -1.125)
C (-0.950, -0.082, 1.421)
C (-1.559, -2.183, 1.221)
C (2.347, 1.703, -0.872)
C (3.109, 2.154, 0.367)
H (-1.732, -3.949, 2.424)
H (-1.664, 1.697, -0.414)
H (2.408, 2.465, -1.657)
H (2.963, 1.421, 1.164)
H (-2.533, -5.288, 0.490)
H (2.778, 0.780, -1.276)
H (0.651, 1.614, 0.399)
H (1.622, 3.523, 1.150)
H (3.261, 3.835, 1.710)
H (4.173, 2.178, 0.125)
H (-2.779, -4.275, -1.722)
H (-2.243, -1.891, -2.104)
H (-1.999, 0.488, -1.690)
H (2.797, 4.270, 0.064)



This record from OMol25 describes a gas-phase ion, C12H14NO (charge +1) in a non-equilibrium geometry. The level of theory is ωB97M-V/def2-TZVPD.

Output
SMILES: C[C@@H](O)Cc1c[nH+]cc2ccccc12
electronic energy: -16195.8365 eV
HOMO level: -12.1 eV
net charge: +1

Element x y z (Å)
O (-0.628, -1.977, -0.511)
N (2.544, 0.593, -1.249)
C (0.007, 0.497, -0.799)
C (0.735, 1.273, 3.781)
C (-1.695, -2.075, -2.729)
C (2.839, 0.831, 0.154)
C (1.700, 0.951, 1.218)
C (-1.473, 0.251, -1.389)
C (0.209, 0.775, 0.748)
C (-0.713, 1.060, 3.229)
C (-1.730, -1.361, -1.272)
C (1.922, 1.200, 2.752)
C (1.196, 0.412, -1.780)
C (-1.024, 0.825, 1.708)
H (2.994, 1.331, 3.122)
H (-0.776, -1.668, -3.273)
H (3.338, 0.549, -1.919)
H (-2.210, 0.866, -0.770)
H (-1.575, 1.078, 3.974)
H (-2.692, -1.558, -0.688)
H (-2.684, -1.867, -3.263)
H (-2.108, 0.675, 1.397)
H (-1.532, 0.617, -2.469)
H (0.959, 0.194, -2.878)
H (3.916, 0.933, 0.509)
H (-1.506, -3.205, -2.565)
H (-1.000, -2.673, 0.086)
H (0.989, 1.473, 4.876)